# 1
ORCA calculation (ωB97M-V/def2-TZVPD) on a 2-piece molecular cluster, C17H21BrClFNO7 overall in a non-equilibrium geometry.

XYZ file:
```
49
Properties=species:S:1:pos:R:3:nbo_charge:R:1
C 1.267 4.323 4.135 -0.623
C 1.279 3.535 2.703 -0.418
C 1.912 2.067 3.043 -0.322
Br 3.893 2.036 3.051 0.091
C 1.221 0.947 2.140 0.036
C -0.157 0.339 2.644 0.024
C -0.912 0.816 3.980 -0.483
C -2.449 1.158 3.526 -0.081
O -3.308 0.099 4.031 -0.569
C -4.436 -0.070 3.156 0.623
O -5.295 0.836 3.125 -0.489
C -0.845 -0.791 1.813 0.018
N -0.269 -1.298 0.560 -0.349
C -1.043 -2.398 -0.105 -0.336
C -0.859 -3.788 0.726 0.759
O -1.830 -4.584 0.857 -0.485
O 0.410 -4.117 1.336 -0.700
C 0.969 -0.748 0.027 0.211
Cl 1.645 -1.353 -1.560 0.156
C 1.756 0.380 0.801 0.385
F 2.948 0.871 0.231 -0.284
H 0.447 3.873 4.819 0.202
H 2.264 4.044 4.653 0.222
H 1.166 5.453 4.021 0.248
H 0.161 3.413 2.429 0.214
H 1.857 4.092 1.893 0.250
H 1.578 1.854 4.131 0.255
H -0.899 0.028 4.807 0.280
H -0.503 1.823 4.378 0.247
H -2.534 1.345 2.398 0.199
H -2.746 2.161 4.028 0.219
H -4.459 -1.032 2.530 0.154
H -1.842 -1.230 2.193 0.271
H -2.158 -2.157 -0.044 0.269
H -0.732 -2.600 -1.185 0.306
H 0.596 -3.465 2.052 0.494
C 0.601 -0.868 -8.026 -0.629
C 1.093 -0.783 -6.597 0.059
C 1.624 -2.075 -6.052 -0.096
O 1.431 -1.907 -4.651 -0.502
C 0.369 -1.061 -4.504 0.981
O -0.182 -0.842 -3.460 -0.616
O 0.021 -0.507 -5.697 -0.477
H -0.037 -1.744 -8.174 0.219
H -0.004 0.007 -8.276 0.239
H 1.439 -0.929 -8.723 0.231
H 1.823 0.029 -6.501 0.189
H 2.678 -2.229 -6.285 0.215
H 1.054 -2.953 -6.375 0.193
```

Net charge: +1
Spin multiplicity: 1
Orbital gap (hartree): 0.2972
DFT total energy (Ha): -4375.42241
HOMO energy (Eh): -0.4824

# 2
ORCA calculation (ωB97M-V/def2-TZVPD) on a 5-piece molecular cluster, C8H22N4O9 overall.

XYZ file:
```
43
Properties=species:S:1:pos:R:3:nbo_charge:R:1
C -1.711 2.382 -1.500 -0.489
N -1.590 1.139 -2.293 0.531
O -1.675 0.090 -1.687 -0.372
O -1.418 1.249 -3.487 -0.371
H -2.755 2.522 -1.230 0.227
H -1.387 3.230 -2.093 0.234
H -1.119 2.273 -0.597 0.240
C -0.974 -2.244 1.410 -0.486
N 0.232 -2.050 2.254 0.536
O 0.373 -2.801 3.194 -0.379
O 1.004 -1.161 1.947 -0.401
H -1.066 -1.416 0.719 0.238
H -1.827 -2.234 2.081 0.234
H -0.884 -3.208 0.921 0.251
C -0.670 -4.513 -3.376 -0.486
N -1.064 -4.364 -1.941 0.535
O -0.704 -5.221 -1.155 -0.382
O -1.696 -3.377 -1.646 -0.369
H -1.544 -4.262 -3.970 0.235
H -0.299 -5.514 -3.537 0.232
H 0.070 -3.740 -3.569 0.239
C -5.208 0.076 -0.272 -0.486
N -4.840 -1.304 0.159 0.536
O -3.660 -1.548 0.295 -0.374
O -5.743 -2.102 0.304 -0.370
H -6.236 0.252 0.023 0.233
H -5.096 0.113 -1.352 0.237
H -4.530 0.782 0.195 0.225
C 3.977 0.957 3.236 -0.621
C 3.573 1.300 1.815 -0.062
O 3.761 2.683 1.594 -0.546
C 3.575 3.029 0.241 -0.056
C 3.782 4.520 0.084 -0.620
H 4.148 -0.113 3.327 0.217
H 4.900 1.470 3.520 0.210
H 3.219 1.284 3.947 0.208
H 4.181 0.733 1.102 0.157
H 2.512 1.056 1.690 0.174
H 4.302 2.511 -0.397 0.160
H 2.555 2.766 -0.068 0.152
H 4.766 4.823 0.445 0.213
H 3.039 5.105 0.630 0.207
H 3.724 4.826 -0.964 0.206
```

Energy above the lowest of the compared OMol25 structures with the same formula, charge and spin (kcal/mol): 0.00
Spin multiplicity: 1
Orbital gap (hartree): 0.3502
DFT total energy (Ha): -1213.78856
SMILES: C[N+](=O)[O-].C[N+](=O)[O-].C[N+](=O)[O-].C[N+](=O)[O-].CCOCC
HOMO energy (Eh): -0.3518